Record 1
Molecular formula: C31H27N3O2PPt
Method: DFT, ωB97M-V/def2-TZVPD

* LUMO (alpha / beta): -2.303 / -5.174 eV
* HOMO energy (alpha / beta): -9.43 / -11.34 eV
* multiplicity: 5
* ⟨S²⟩: 6.043
* net charge: +1

Cartesian coordinates (Å):
Pt 0.15590 -0.97151 -0.32612
C 0.88837 2.90379 -2.82028
C 1.12549 1.64878 -2.02255
O 0.15046 0.89745 -1.84072
C 2.46630 1.43242 -1.53336
C 3.01466 0.28428 -1.02529
C 4.46839 0.21667 -0.68056
N 2.25395 -0.84401 -0.88891
N 2.93377 -1.97596 -0.85194
C 2.09806 -3.04387 -0.92851
O 0.85067 -2.93625 -1.09576
C 2.70546 -4.38414 -0.83458
C 4.08703 -4.53999 -0.73181
C 4.62809 -5.80624 -0.58526
C 3.79745 -6.91782 -0.54404
C 2.42092 -6.76664 -0.65837
C 1.87442 -5.50375 -0.80418
H -0.13639 3.24329 -2.67671
H 1.01252 2.65962 -3.87836
H 1.59279 3.69648 -2.57630
H 3.14086 2.26670 -1.66937
H 4.91814 1.20488 -0.73101
H 4.98984 -0.45373 -1.36346
H 4.59502 -0.19886 0.31940
H 4.72491 -3.66879 -0.77363
H 5.69990 -5.92784 -0.50449
H 4.22327 -7.90593 -0.42810
H 1.77642 -7.63530 -0.63587
H 0.80613 -5.36908 -0.90606
C -5.00513 4.77187 -0.76579
C -4.28653 4.90918 0.41485
C -3.26331 4.02401 0.71071
C -2.97040 2.98589 -0.17837
C -3.69444 2.85351 -1.36831
C -4.71049 3.74641 -1.65621
P -1.72947 1.75673 0.15870
C -0.63424 2.25928 1.44909
C -0.26697 1.35054 2.44748
C 0.70451 1.69941 3.37075
C 1.32140 2.94005 3.29164
C 0.96494 3.84718 2.29733
C 0.00040 3.50868 1.36908
C -2.51761 0.17684 0.38850
C -3.81716 0.17904 0.92558
C -4.51060 -1.00838 1.01682
C -3.92115 -2.17834 0.53832
C -2.63553 -2.17058 0.02781
C -1.87644 -0.99696 -0.05183
H -5.80104 5.46856 -0.99326
H -4.52618 5.70321 1.10903
H -2.71049 4.12499 1.63570
H -3.46410 2.04946 -2.05770
H -5.27305 3.64488 -2.57418
H -0.76311 0.39039 2.50911
H 0.97771 1.00337 4.15223
H 2.08848 3.20504 4.00735
H 1.44677 4.81409 2.24585
H -0.26847 4.20674 0.58491
H -4.27599 1.10115 1.26072
H -5.50692 -1.02805 1.43688
H -4.47898 -3.10606 0.57410
H -2.20259 -3.09823 -0.33062
N 0.16701 -2.92338 2.14169
C 0.37272 -2.01652 1.44204
H -0.19634 -3.79866 2.46623

Cartesian forces, eV/Å:
0.197 -0.017 -0.275
0.004 -0.002 0.015
0.039 0.130 0.144
0.087 -0.091 -0.118
-0.064 0.115 0.005
-0.154 -0.160 -0.098
0.042 -0.026 -0.036
0.256 0.069 0.146
-0.226 0.006 0.041
0.071 0.018 -0.171
-0.110 -0.138 0.175
0.000 0.019 0.005
0.022 -0.007 -0.013
0.006 0.006 -0.003
-0.016 -0.005 -0.005
0.001 -0.005 -0.006
0.007 0.009 -0.030
-0.003 0.002 -0.013
-0.004 0.002 0.000
0.001 -0.005 0.012
0.006 -0.006 0.029
0.004 -0.003 0.002
-0.009 0.009 -0.017
0.000 0.007 0.002
-0.007 0.003 0.025
0.000 0.000 -0.004
0.001 0.004 -0.003
0.004 0.001 -0.003
0.000 -0.002 0.024
-0.008 0.014 0.007
0.013 -0.008 -0.016
0.039 0.016 -0.005
0.059 0.125 -0.015
-0.009 -0.022 -0.001
0.003 0.002 -0.002
-0.489 -0.002 0.153
0.319 -0.048 -0.078
-0.067 0.000 0.036
-0.025 0.002 -0.025
0.029 0.025 0.008
-0.003 -0.010 0.022
-0.042 -0.039 -0.012
-0.039 -0.021 -0.142
-0.090 -0.036 -0.144
0.039 -0.027 -0.020
-0.074 0.023 -0.014
0.102 -0.035 -0.093
-0.062 0.086 0.477
-0.001 -0.005 0.001
-0.003 0.002 -0.006
-0.001 -0.007 -0.001
0.004 -0.003 0.010
0.002 0.001 0.001
0.016 -0.010 -0.015
0.008 0.003 -0.003
-0.017 0.007 0.009
0.008 -0.005 0.001
0.016 -0.012 -0.014
0.008 0.010 -0.019
0.004 0.008 0.006
0.011 -0.004 -0.008
0.015 -0.009 0.056
-0.091 -0.037 -0.127
0.131 0.059 0.052
0.043 0.023 0.090


Record 2
Molecular formula: C32H42AlCl5GeN3Si3
Method: DFT, ωB97M-V/def2-TZVPD

* LUMO (alpha / beta): -8.148 / -7.724 eV
* HOMO energy (alpha / beta): -10.71 / -13.13 eV
* multiplicity: 2
* ⟨S²⟩: 0.779
* net charge: +2

Cartesian coordinates (Å):
Al 0.18455 -3.12582 0.18080
C 2.89818 -2.89525 -2.20519
C 3.04102 -2.15616 -0.94859
C 4.28890 -1.55959 -0.73904
C 4.57974 -0.94914 0.51916
C 3.59303 -0.95055 1.49487
C 2.32571 -1.53441 1.21054
N 2.05775 -2.20285 -0.00592
C 1.23162 -1.54484 2.14971
C 1.20857 -0.96211 3.44916
C 0.06864 -0.91897 4.21917
C -1.13293 -1.43203 3.68982
C -1.12647 -2.05144 2.41859
N 0.08521 -2.12764 1.73397
C -2.22463 -2.55978 1.63211
C -3.51873 -2.45657 2.16151
C -4.57987 -3.05788 1.45289
C -4.30421 -3.41788 0.13155
C -3.01965 -3.34853 -0.41815
C -2.88200 -3.87430 -1.80428
N -1.95575 -3.03785 0.35806
H 1.92220 -2.85531 -2.62078
H 3.21017 -3.97795 -2.14353
H 3.58469 -2.44932 -2.94739
H 5.02221 -1.73378 -1.54338
H 5.47431 -0.37876 0.60019
H 3.70913 -0.47130 2.46021
H 2.13117 -0.43149 3.68424
H 0.09043 -0.55804 5.23267
H -2.04570 -1.24581 4.26949
H -3.67232 -1.95479 3.10028
H -5.55851 -3.14296 1.92719
H -5.12060 -3.89357 -0.41176
H -3.60862 -3.39466 -2.46817
H -3.14990 -4.95714 -1.80906
H -1.88558 -3.74371 -2.16487
C 1.72466 5.99802 -0.10881
Si 1.93793 4.12718 0.39718
C 2.24244 3.85857 2.22507
C 3.38385 3.33830 -0.56083
Ge -0.06923 2.90947 -0.37484
Si -0.29210 3.53934 -2.69170
C -1.92318 2.86733 -3.39662
C -0.40097 5.35405 -3.13009
C 1.06914 2.81800 -3.80236
Si -1.88811 3.45454 1.07215
C -2.76777 1.78601 1.42595
C -1.32037 4.38892 2.57261
C -3.09556 4.48110 0.03911
H 1.43751 6.14170 -1.13547
H 2.61349 6.56632 0.10344
H 0.89487 6.46312 0.52266
H 3.31144 4.11688 2.49784
H 2.01686 2.84200 2.58368
H 1.62299 4.67557 2.71880
H 3.37921 3.69380 -1.59830
H 3.27938 2.21393 -0.58975
H 4.39461 3.56081 -0.15480
H -1.92441 1.81417 -3.14842
H -2.11256 2.95788 -4.46529
H -2.80834 3.37704 -2.88348
H -1.06172 5.95948 -2.48720
H -0.94422 5.36942 -4.13096
H 0.53396 5.95554 -3.17224
H 1.04857 1.71468 -3.71440
H 2.07098 3.12859 -3.44853
H 0.88659 3.13714 -4.84288
H -3.41252 1.51876 0.54721
H -3.40193 2.00843 2.31972
H -2.09094 0.94860 1.67389
H -0.86014 3.67514 3.32254
H -2.16038 4.85431 3.14391
H -0.59426 5.21822 2.32162
H -2.52379 5.13921 -0.68510
H -3.66323 5.06103 0.77034
H -3.82931 3.81430 -0.50181
Cl 0.16707 -4.77831 -3.09096
C 0.10959 -5.54412 -1.53238
C 0.45110 -4.94949 -0.28415
C 0.77124 -5.83005 0.77352
Cl 0.80204 -5.11039 2.31664
C 0.95520 -7.18915 0.55553
Cl 1.51306 -8.16648 1.88215
C 0.46162 -7.79257 -0.61426
Cl 0.44233 -9.54002 -0.76217
C -0.14098 -6.95242 -1.55229
Cl -1.15749 -7.64169 -2.77150

Cartesian forces, eV/Å:
0.263 0.632 0.183
1.101 -0.992 -1.193
0.953 -0.288 0.890
-0.485 -0.260 0.970
-1.449 -0.341 -1.233
-0.738 -0.262 -0.738
0.492 -0.576 -0.614
-0.140 1.151 1.236
-0.474 0.867 1.628
1.133 0.417 -1.422
0.201 -0.642 -0.510
-0.583 -0.511 -1.239
2.078 1.256 1.152
-1.028 -0.440 -0.651
-1.581 0.315 -0.144
0.007 -1.020 -1.090
1.260 1.028 -0.109
-0.773 -0.387 1.049
-0.528 -0.962 0.777
-0.472 -0.492 0.145
0.154 0.916 0.644
-0.922 -0.020 -0.264
-0.434 1.001 0.268
-0.382 -0.238 0.248
-0.288 0.613 0.683
0.720 0.024 0.489
0.269 -0.039 -0.220
-0.370 -0.271 0.692
0.002 0.337 0.040
0.348 -0.463 -0.415
-0.018 -0.217 0.228
0.205 -0.028 -0.413
0.376 0.322 -0.310
0.245 0.058 0.080
0.388 0.647 0.003
0.442 0.046 -0.451
-1.844 -0.751 1.612
1.434 -0.161 -0.611
0.179 1.611 0.626
0.023 -0.661 -0.088
0.567 2.148 0.079
-0.486 -0.565 -2.773
-0.885 0.660 1.477
-0.355 1.487 0.100
0.231 -0.316 1.052
-1.535 -1.231 -0.122
-0.199 0.546 0.276
0.784 0.173 1.216
0.455 -0.373 -0.943
0.021 -0.063 -0.449
0.570 0.040 0.097
0.978 -0.538 -0.741
-1.085 -0.382 -0.455
-0.094 0.528 -0.007
0.575 -1.356 -0.065
0.024 -0.139 0.098
0.117 1.057 0.041
-0.706 -0.002 -0.052
-0.422 -0.446 0.032
0.458 0.184 -0.059
1.053 -0.797 -0.530
0.079 -0.311 -0.028
0.933 -0.189 1.021
-0.472 -0.674 -0.250
-0.005 0.427 -0.336
-0.404 -0.023 -0.450
0.153 -0.170 0.465
0.543 0.185 0.859
0.195 -0.476 -0.671
-0.308 0.353 -0.073
-0.144 0.839 -0.893
0.370 -0.285 -0.705
-0.718 -0.934 0.356
-1.041 -0.499 0.789
0.064 0.309 -0.221
0.944 0.749 0.376
-0.410 0.325 0.519
0.397 -1.521 1.395
-0.210 -1.370 -1.800
-0.444 0.257 -1.774
0.434 -0.051 0.914
-0.142 -0.565 1.140
-0.081 0.262 -0.547
-0.419 -0.097 0.385
-0.034 1.328 0.008
0.400 0.106 -0.702
0.493 0.193 0.018


Which of these has the highest net charge? C32H42AlCl5GeN3Si3